Below is 2 unconnected molecules or ions with the total composition CH5N2O2, with properties calculated with ωB97M-V/def2-TZVPD.

Last column: Mulliken charge in e.
CARTESIAN COORDINATES (ANGSTROEM)
N1 -1.25604 -2.43703 0.66576  -0.74
H1 -1.97399 -2.21295 1.32851  0.19
H2 -0.75685 -1.60632 0.36276  0.32
H3 -0.57369 -2.98960 1.15700  0.19
N2 0.36689 2.03375 -0.32049  -0.47
C1 0.36996 0.60780 -0.22590  0.63
O1 0.59432 0.16656 0.93277  -0.78
O2 0.13277 -0.02287 -1.26808  -0.73
H4 0.95779 2.53032 0.29916  0.19
H5 0.26834 2.36950 -1.25628  0.20

Atoms 1-6, force components in eV/Å:
0.027 -0.651 -0.525
-0.155 0.415 0.252
-0.071 0.338 0.057
0.201 -0.151 0.189
-0.834 -0.409 -0.477
0.360 0.167 1.002

HOMO level: -3.978 eV
relative energy (zero: lowest compared OMol25 entry of this formula, charge and spin): 3.7 kcal per mole
total charge: -1
max |F|: 1.078 eV/A

---

Below is a molecular structure, CH5N2OPS, with properties calculated with ωB97M-V/def2-TZVPD.

Last column: Mulliken charge in e.
CARTESIAN COORDINATES (ANGSTROEM)
C1 0.94359 -0.23603 -0.04248  0.71
N1 2.12617 -0.44799 -0.58222  -0.38
N2 0.34048 0.83359 -0.48204  -0.66
O1 0.33201 -1.07922 0.70639  -0.73
P1 -1.15550 0.81204 0.28817  0.46
S1 -2.80264 -0.43271 -0.11525  -0.28
H1 2.50761 0.42637 -0.98100  0.25
H2 2.62078 -1.27945 -0.39523  0.21
H3 -1.62264 2.02475 -0.07364  0.07
H4 -1.21695 0.98887 1.66395  0.10
H5 -2.07292 -1.61022 0.01334  0.24

Atoms 1-6, force components in eV/Å:
-1.739 -3.172 1.038
1.449 1.601 -0.741
-3.510 2.465 0.645
0.620 0.739 -0.379
2.175 -0.564 -0.546
1.048 -0.768 -0.161

HOMO level: -9.456 eV
relative energy (zero: lowest compared OMol25 entry of this formula, charge and spin): 0.0 kcal per mole
total charge: 0
max |F|: 4.338 eV/A

---

Below is 2 unconnected molecules or ions with the total composition CH5N2S, with properties calculated with ωB97M-V/def2-TZVPD.

Last column: Mulliken charge in e.
CARTESIAN COORDINATES (ANGSTROEM)
S1 2.58228 -0.02411 -0.38660  -0.81
H1 2.83568 -1.33917 -0.25569  -0.02
N1 -0.44844 -0.53800 -0.58686  -0.35
C1 -1.14279 0.43609 0.07554  0.12
N2 -1.61038 0.62212 1.26667  -0.75
H2 -0.73835 -1.48806 -0.77050  0.20
H3 0.62908 -0.47858 -0.45136  0.04
H4 -1.03514 1.39087 -0.49234  0.28
H5 -1.07192 1.41883 1.60114  0.27

Atoms 1-6, force components in eV/Å:
0.235 -0.180 0.041
0.076 0.072 0.023
-0.899 -1.524 -0.946
1.427 2.527 0.416
0.780 -2.622 0.119
-0.292 0.018 0.820

HOMO level: -3.223 eV
relative energy (zero: lowest compared OMol25 entry of this formula, charge and spin): 51.9 kcal per mole
total charge: -1
max |F|: 2.932 eV/A

---

Number 1: gap between HOMO and LUMO 8.55 eV. Number 2: gap between HOMO and LUMO 9.96 eV. Number 3: gap between HOMO and LUMO 7.66 eV.